Entry 1:
Molecular formula: C4H10OS
Method: DFT, wB97M-V/def2-TZVPD

Values from the calculation:
* net charge: 0
* lowest unoccupied orbital energy: 0.80 eV
* molecular weight: 106.190 Da
* structure (SMILES): C[C@H](O)CCS
* energy above the lowest of the compared OMol25 structures with the same formula, charge and spin: 25.5 kcal per mole

Positions of all 16 atoms, in Å:
C 0.65454 0.51587 1.96665
C 0.50028 0.03145 0.50851
O 1.15903 1.19534 -0.22412
C -0.90364 -0.41498 0.05278
C -1.02210 -0.52178 -1.48657
S 0.37632 -1.22095 -2.28772
H 1.68074 0.83556 2.06236
H 0.00363 1.39496 2.19153
H 0.62294 -0.38571 2.56368
H 1.22430 -0.76616 0.29021
H 0.28099 1.68800 -0.34087
H -1.11666 -1.42611 0.33586
H -1.66532 0.16066 0.57608
H -1.67094 -1.33849 -1.71206
H -1.31556 0.42796 -1.96773
H 1.19147 -0.17563 -2.52860

---

Entry 2:
Molecular formula: C4H10OS2
Method: DFT, wB97M-V/def2-TZVPD

Values from the calculation:
* net charge: 0
* lowest unoccupied orbital energy: -1.50 eV
* molecular weight: 138.257 Da
* structure (SMILES): CSSCCCO
* energy above the lowest of the compared OMol25 structures with the same formula, charge and spin: 79.0 kcal per mole

Positions of all 17 atoms, in Å:
C 2.13958 -0.58911 2.55896
S 1.46476 0.77258 1.37829
S 0.05263 -1.21803 0.59198
C 0.25654 -0.70179 -1.03985
C -0.42450 0.71210 -1.29761
C -1.84974 0.97407 -0.82210
O -2.84819 0.21673 -1.43324
H 2.71822 -1.37097 2.12878
H 1.09035 -0.85466 2.91207
H 2.93678 0.01771 3.12967
H -0.26638 -1.53119 -1.77892
H 1.40687 -0.67706 -1.23472
H 0.18410 1.43540 -0.69306
H -0.19060 0.92256 -2.35910
H -2.15490 2.02000 -0.88891
H -1.95953 0.60010 0.24054
H -2.55598 -0.72844 -1.39275

---

Entry 3:
Molecular formula: C4H10OS2
Method: DFT, wB97M-V/def2-TZVPD

Values from the calculation:
* net charge: 0
* lowest unoccupied orbital energy: 0.75 eV
* molecular weight: 138.257 Da
* structure (SMILES): CSSCCCO
* energy above the lowest of the compared OMol25 structures with the same formula, charge and spin: 24.0 kcal per mole

Positions of all 17 atoms, in Å:
C 0.81256 -2.90740 -1.81688
S 1.74792 -1.28345 -1.70457
S 0.30681 0.04119 -1.14532
C 0.71049 0.31806 0.68060
C 0.13328 1.66321 1.09425
C -1.32657 1.86563 0.72633
O -2.17055 0.92331 1.46982
H 1.10004 -3.21798 -2.81543
H 0.96712 -3.56068 -0.97024
H -0.20079 -2.52259 -1.88561
H 0.24079 -0.56209 1.10176
H 1.79149 0.37903 0.66304
H 0.73421 2.44284 0.62945
H 0.19020 1.78217 2.17370
H -1.75305 2.83324 0.97904
H -1.52941 1.69337 -0.33280
H -1.75453 0.11214 1.15288

---

Entry 4:
Molecular formula: C4H10OS2
Method: DFT, wB97M-V/def2-TZVPD

Values from the calculation:
* net charge: 0
* lowest unoccupied orbital energy: -1.10 eV
* molecular weight: 138.257 Da
* structure (SMILES): CSSCCCO
* energy above the lowest of the compared OMol25 structures with the same formula, charge and spin: 45.4 kcal per mole

Positions of all 17 atoms, in Å:
C -1.48306 0.41127 2.90033
S -1.65808 -0.01253 1.18371
S 0.67493 -0.79050 1.06402
C 0.89705 0.66366 -0.08088
C 0.21623 0.49426 -1.47776
C 0.34737 -0.85487 -2.10273
O 1.54459 -1.56042 -1.88438
H -0.49748 0.90510 3.05968
H -1.59507 -0.46734 3.55143
H -2.35855 1.03019 3.11780
H 1.97833 0.66158 -0.28281
H 0.70135 1.64887 0.31557
H -0.79610 0.85742 -1.41612
H 0.83862 1.15016 -2.10563
H 0.08645 -0.71701 -3.16490
H -0.41714 -1.58536 -1.71964
H 1.52055 -1.83449 -0.95768

---

Entry 5:
Molecular formula: C4H10OSSi
Method: DFT, wB97M-V/def2-TZVPD

Values from the calculation:
* net charge: 0
* lowest unoccupied orbital energy: 0.12 eV
* molecular weight: 134.276 Da
* energy above the lowest of the compared OMol25 structures with the same formula, charge and spin: 53.4 kcal per mole

Positions of all 17 atoms, in Å:
C 1.74906 0.09396 0.47718
C -0.82149 -0.93873 1.65694
C -0.89025 1.72101 -0.26676
C -0.67181 -0.93278 -1.60344
O 4.12508 0.54735 -0.29041
Si -0.33030 -0.04514 0.04720
S 2.82323 0.14135 -0.76799
H 1.92975 0.45208 1.42638
H -1.19897 -2.08004 1.63024
H -0.07719 -1.01210 2.40206
H -1.67765 -0.49912 2.17185
H -1.96196 1.60260 -0.17752
H -0.55178 2.50984 0.39059
H -0.57165 1.86681 -1.24058
H -1.66536 -0.99593 -1.90704
H -0.05741 -0.44743 -2.43038
H -0.15130 -1.98372 -1.51830

---

Entry 6:
Molecular formula: C4H10OSi
Method: DFT, wB97M-V/def2-TZVPD

Values from the calculation:
* net charge: 0
* lowest unoccupied orbital energy: -1.04 eV
* molecular weight: 102.209 Da
* energy above the lowest of the compared OMol25 structures with the same formula, charge and spin: 90.9 kcal per mole

Positions of all 16 atoms, in Å:
C 0.94708 1.72731 0.95330
C 0.18899 1.27279 -0.03896
C -0.18581 -0.11570 -2.25307
C 0.41967 0.09678 -0.85438
O -0.35860 -1.64173 0.13307
Si -0.63864 -1.48962 1.66433
H 0.57444 2.46570 1.53911
H 1.98596 1.32209 1.16938
H -0.90085 1.54890 -0.14147
H 0.43784 0.28321 -3.11819
H -0.26169 -1.10252 -2.43466
H -1.12572 0.29158 -2.24357
H 1.26561 -0.43245 -0.88772
H -1.50472 -0.39218 1.84882
H 0.40696 -1.09265 2.49501
H -1.25052 -2.74150 2.16901

---

Entry 7:
Molecular formula: C4H10S
Method: DFT, wB97M-V/def2-TZVPD

Values from the calculation:
* net charge: 0
* lowest unoccupied orbital energy: 0.88 eV
* molecular weight: 90.191 Da
* structure (SMILES): C=CC.CS
* energy above the lowest of the compared OMol25 structures with the same formula, charge and spin: 39.9 kcal per mole

Positions of all 15 atoms, in Å:
C 1.06353 0.60502 2.16080
C 1.68989 0.31254 1.04248
C 2.58487 1.38542 0.48542
H 0.39899 -0.04950 2.62400
H 0.87659 1.59891 2.53308
H 1.86444 -0.61535 0.59945
H 2.95380 2.14572 1.26071
H 3.46701 1.05257 -0.06899
H 2.10090 1.99309 -0.28423
C -2.19912 0.26417 -0.98733
S -1.40219 -1.37052 -1.09267
H -2.69341 0.29377 -0.00780
H -1.36006 1.02670 -1.30782
H -3.02512 0.23654 -1.75272
H -0.98319 -1.15708 -2.32124

---

Entry 8:
Molecular formula: C4H10S
Method: DFT, wB97M-V/def2-TZVPD

Values from the calculation:
* net charge: 0
* lowest unoccupied orbital energy: 0.17 eV
* molecular weight: 90.191 Da
* energy above the lowest of the compared OMol25 structures with the same formula, charge and spin: 126.7 kcal per mole

Positions of all 15 atoms, in Å:
C 1.38271 -1.37292 0.21283
C 0.67620 0.00885 0.81711
C -0.82080 -0.12553 0.52137
C -1.34631 0.83010 -0.61887
H 0.92277 -2.45163 0.89492
H 1.22840 -1.46342 -1.08359
H 2.43788 -1.54104 0.21103
H 0.83987 1.15823 0.23396
H 0.75172 0.41263 2.05098
H -1.22989 -1.16553 0.60249
H -1.49270 0.18692 1.46852
H -2.38914 0.74880 -0.57814
H -0.87124 0.52368 -1.70904
H 0.45181 1.76137 -2.05231
S -0.54131 2.48948 -0.97128

---

Entry 9:
Molecular formula: C4H10S
Method: DFT, wB97M-V/def2-TZVPD

Values from the calculation:
* net charge: 0
* lowest unoccupied orbital energy: 0.88 eV
* molecular weight: 90.191 Da
* structure (SMILES): C=C(C)S.C
* energy above the lowest of the compared OMol25 structures with the same formula, charge and spin: 32.4 kcal per mole

Positions of all 15 atoms, in Å:
C 1.27129 0.01480 1.07616
C 1.47950 0.07354 -0.21287
C 0.44572 -0.47299 -1.25058
S 2.97933 0.51719 -0.91216
H 0.25296 -0.22993 1.35235
H 1.99935 0.31411 1.81585
H -0.23118 0.17700 -1.69609
H -0.23436 -1.04090 -0.61054
H 0.77481 -1.03610 -2.07549
H 2.51485 0.43721 -2.15359
C -2.25232 0.24798 0.93696
H -2.08905 -0.85423 1.20595
H -2.05791 0.45334 -0.10457
H -1.56002 0.74730 1.59160
H -3.29296 0.65168 1.03701

---

Entry 10:
Molecular formula: C4H10S3
Method: DFT, wB97M-V/def2-TZVPD

Values from the calculation:
* net charge: 0
* lowest unoccupied orbital energy: 0.57 eV
* molecular weight: 154.325 Da
* structure (SMILES): C[C@@H](S)[C@@H](C)SS
* energy above the lowest of the compared OMol25 structures with the same formula, charge and spin: 0.0 kcal per mole

Positions of all 17 atoms, in Å:
C 0.99749 1.51493 -1.05661
C 0.79366 0.61358 0.13860
S 0.37737 1.54133 1.64276
C -0.35975 -0.55937 -0.17963
C -0.37269 -1.60175 0.91259
S -1.98082 0.30522 -0.31747
S -2.75426 -0.47576 -2.03116
H 0.08646 2.06788 -1.28345
H 1.79590 2.22634 -0.85657
H 1.27103 0.92522 -1.92992
H 1.70199 0.06595 0.38218
H -0.57627 2.28161 1.08686
H -0.13113 -0.97862 -1.15782
H -0.48340 -1.12466 1.88575
H 0.56013 -2.16299 0.90134
H -1.19818 -2.29687 0.77206
H -3.49575 -1.46164 -1.49866

---

Entry 11:
Molecular formula: C4H11B
Method: DFT, wB97M-V/def2-TZVPD

Values from the calculation:
* net charge: 0
* lowest unoccupied orbital energy: 0.06 eV
* molecular weight: 69.944 Da
* structure (SMILES): BC(C)(C)C
* energy above the lowest of the compared OMol25 structures with the same formula, charge and spin: 62.3 kcal per mole

Positions of all 16 atoms, in Å:
B 0.95533 0.89949 -1.29725
C 0.00071 0.05233 -0.00234
C -1.48850 0.06227 -0.26756
C 0.40253 -1.39091 -0.24394
C 0.29053 0.70930 1.38147
H 1.56764 0.01060 -1.81574
H 1.16842 2.01939 -1.30575
H -1.77988 1.12320 -0.49270
H -2.00685 -0.06123 0.63705
H -1.80309 -0.58971 -0.98693
H 0.21536 -2.10562 0.51351
H 1.47427 -1.37022 -0.21133
H -0.13048 -1.72531 -1.09313
H 1.38053 0.53805 1.43950
H 0.02477 1.69467 1.55346
H -0.27130 0.13372 2.19168

---

Entry 12:
Molecular formula: C4H11B
Method: DFT, wB97M-V/def2-TZVPD

Values from the calculation:
* net charge: 0
* lowest unoccupied orbital energy (alpha / beta): 0.61 / -1.62 eV
* 2S+1: 3
* molecular weight: 69.944 Da
* expectation value of S²: 2.0033
* energy above the lowest of the compared OMol25 structures with the same formula, charge and spin: 7.0 kcal per mole

Positions of all 16 atoms, in Å:
B -0.08121 -1.22962 -2.02559
C 0.39736 -1.97459 -0.95206
C -0.32177 0.25496 -2.38855
C -0.44394 0.95310 2.39602
C 0.20616 0.52054 1.13516
H 1.13047 0.06696 0.92208
H 1.49096 -2.31387 -1.01519
H 0.12640 -2.14700 0.03395
H -1.12084 0.61150 -3.12328
H 0.71038 0.60665 -2.68810
H -0.47581 0.77926 -1.51751
H -0.70822 -0.02301 2.68758
H 0.19796 1.28224 3.16016
H -1.25444 1.60193 2.45876
H -0.35327 -0.19650 0.58943
H 0.49980 1.20744 0.32715